114
Properties=species:S:1:pos:R:3 method="wB97M-V/def2-TZVPD" charge=+1 e_tot_ev=-125415.1698 homo_ev=-10.66
C -4.005 -4.015 -0.839
C -3.625 -2.535 -0.604
C -2.085 -2.317 -0.703
O -1.742 -1.324 -1.674
C -1.424 -0.012 -1.334
S -2.992 0.889 -1.830
C -2.798 2.674 -1.782
O -3.424 0.365 -3.109
O -4.046 0.605 -0.864
C -0.963 0.314 0.101
C -2.024 0.261 1.160
C -1.598 -0.520 2.466
C -2.786 -1.327 3.020
F -3.584 -0.547 3.815
N 0.301 0.634 0.203
S 1.034 1.207 1.675
O 0.045 1.920 2.438
O 2.144 2.078 1.436
C 1.697 -0.151 2.771
F 0.968 -0.112 3.888
F 1.570 -1.390 2.292
C 3.165 0.109 3.286
F 3.203 1.178 4.046
F 4.070 0.152 2.336
F 3.434 -0.947 4.063
C 0.968 0.453 -1.123
C 1.790 -0.872 -0.932
N 2.894 -0.704 0.042
P 2.479 1.690 -1.421
O 1.838 3.202 -1.529
O 3.209 1.270 -2.830
C -0.097 0.287 -2.248
C -0.026 1.493 -3.200
C -0.980 1.715 -4.398
N -0.905 0.762 -5.513
C -2.232 0.240 -5.915
C -2.237 -0.383 -7.333
C -0.275 1.364 -6.673
C 1.001 0.756 -7.244
O -0.746 2.325 -7.221
P 0.123 -1.289 -3.317
S 1.678 -1.175 -4.511
H -3.635 -4.679 -0.056
H -5.095 -4.055 -0.898
H -3.646 -4.297 -1.833
H -4.037 -1.990 -1.459
H -4.055 -2.129 0.311
H -1.693 -3.268 -1.081
H -1.654 -2.200 0.299
H -3.098 3.069 -2.756
H -3.502 3.073 -1.049
H -1.789 3.022 -1.553
H -2.866 -0.331 0.805
H -2.366 1.274 1.416
H -0.811 -1.253 2.278
H -1.371 0.209 3.239
H -2.356 -2.115 3.652
H -3.356 -1.838 2.239
H 2.275 -1.132 -1.883
H 1.145 -1.709 -0.649
H 3.776 -0.638 -0.462
H 2.965 -1.619 0.486
H 2.280 3.765 -2.179
H 3.875 0.593 -2.661
H 0.968 1.477 -3.670
H -0.068 2.410 -2.600
H -0.632 2.671 -4.822
H -2.029 1.904 -4.178
H -2.965 1.057 -5.927
H -2.556 -0.563 -5.251
H -3.068 -1.092 -7.377
H -2.362 0.366 -8.113
H -1.336 -0.980 -7.509
H 1.836 0.827 -6.548
H 0.823 -0.273 -7.564
H 1.257 1.318 -8.145
H 0.395 -2.397 -2.494
H -1.009 -1.467 -4.126
C -5.158 4.776 3.921
C -4.505 3.457 3.541
C -3.235 3.215 4.338
O -4.202 3.453 2.141
H -4.484 5.613 3.713
H -6.063 4.938 3.335
H -5.420 4.798 4.979
H -5.206 2.640 3.712
H -2.502 4.003 4.138
H -2.776 2.267 4.048
H -3.434 3.191 5.409
H -3.585 4.173 1.972
C 7.953 -1.379 0.337
C 7.060 -0.597 -0.610
C 7.276 0.901 -0.471
O 5.683 -0.914 -0.347
H 7.734 -1.119 1.376
H 7.781 -2.451 0.230
H 9.006 -1.175 0.143
H 7.259 -0.902 -1.638
H 7.035 1.232 0.543
H 6.622 1.450 -1.152
H 8.309 1.172 -0.688
H 5.496 -0.649 0.562
C 0.234 -2.044 6.916
C 0.406 -3.463 6.403
C 1.809 -3.986 6.663
O 0.130 -3.500 4.996
H 0.927 -1.368 6.405
H -0.776 -1.685 6.711
H 0.414 -1.977 7.989
H -0.322 -4.117 6.883
H 2.551 -3.367 6.150
H 1.916 -5.001 6.281
H 2.038 -3.989 7.729
H 0.772 -2.926 4.566